Here is 11 unconnected molecules or ions with the total composition C33H66O11 from the Open Molecules 2025 dataset. Energies are from ωB97M-V/def2-TZVPD.

Last columns: bonded neighbours and bond lengths (Å).
Geometry (Å):
1 C 19.99 -13.64 -27.17  C2 1.490, H5 1.090, H6 1.090, H7 1.090
2 C 20.92 -14.62 -27.80  C1 1.490, C3 1.536, O4 1.222
3 C 22.30 -14.18 -28.31  C2 1.536, H8 1.090, H9 1.090, H10 1.090
4 O 20.59 -15.79 -27.92  C2 1.222
5 H 18.97 -14.03 -27.23  C1 1.090
6 H 20.03 -12.67 -27.66  C1 1.090
7 H 20.28 -13.51 -26.12  C1 1.090
8 H 22.80 -14.90 -28.97  C3 1.090
9 H 22.93 -13.99 -27.44  C3 1.090
10 H 22.24 -13.24 -28.85  C3 1.090
11 C 21.19 -19.80 -18.62  C12 1.504, H15 1.090, H16 1.090, H17 1.090
12 C 20.47 -20.96 -17.98  C11 1.504, C13 1.529, O14 1.169
13 C 20.98 -21.50 -16.65  C12 1.529, H18 1.090, H19 1.090, H20 1.090
14 O 19.65 -21.53 -18.59  C12 1.169
15 H 20.76 -19.51 -19.58  C11 1.090
16 H 22.22 -20.09 -18.83  C11 1.090
17 H 21.25 -18.92 -17.98  C11 1.090
18 H 20.78 -20.59 -16.07  C13 1.090
19 H 22.06 -21.63 -16.72  C13 1.090
20 H 20.40 -22.35 -16.30  C13 1.090
21 C 24.77 -9.09 -15.51  C22 1.498, H25 1.090, H26 1.090, H27 1.090
22 C 23.73 -8.10 -15.07  C21 1.498, C23 1.509, O24 1.247
23 C 24.26 -6.76 -14.63  C22 1.509, H28 1.090, H29 1.090, H30 1.090
24 O 22.51 -8.31 -15.15  C22 1.247
25 H 24.45 -9.73 -16.33  C21 1.090
26 H 25.04 -9.68 -14.64  C21 1.090
27 H 25.66 -8.50 -15.75  C21 1.090
28 H 24.95 -6.95 -13.81  C23 1.090
29 H 23.49 -6.09 -14.24  C23 1.090
30 H 24.68 -6.24 -15.50  C23 1.090
31 C 14.07 -9.70 -16.45  C32 1.527, H35 1.090, H36 1.090, H37 1.090
32 C 13.06 -10.42 -17.34  C31 1.527, C33 1.538, O34 1.189
33 C 12.25 -11.56 -16.70  C32 1.538, H38 1.090, H39 1.090, H40 1.090
34 O 12.89 -10.11 -18.48  C32 1.189
35 H 14.72 -10.44 -15.99  C31 1.090
36 H 13.54 -9.27 -15.60  C31 1.090
37 H 14.60 -8.94 -17.02  C31 1.090
38 H 11.83 -12.17 -17.50  C33 1.090
39 H 11.49 -11.26 -15.98  C33 1.090
40 H 12.96 -12.15 -16.12  C33 1.090
41 C 21.25 -3.39 -19.41  C42 1.538, H45 1.090, H46 1.090, H47 1.090
42 C 22.56 -2.78 -19.94  C41 1.538, C43 1.499, O44 1.243
43 C 22.53 -1.43 -20.59  C42 1.499, H48 1.090, H49 1.090, H50 1.090
44 O 23.66 -3.35 -19.89  C42 1.243
45 H 20.79 -2.55 -18.90  C41 1.090
46 H 21.34 -4.14 -18.62  C41 1.090
47 H 20.64 -3.76 -20.23  C41 1.090
48 H 21.74 -1.45 -21.35  C43 1.090
49 H 23.50 -1.14 -21.00  C43 1.090
50 H 22.29 -0.58 -19.95  C43 1.090
51 C 24.63 -6.47 -26.33  C52 1.492, H55 1.090, H56 1.090, H57 1.090
52 C 24.67 -7.55 -27.36  C51 1.492, C53 1.572, O54 1.242
53 C 25.01 -7.15 -28.84  C52 1.572, H58 1.090, H59 1.090, H60 1.090
54 O 24.44 -8.74 -27.10  C52 1.242
55 H 24.32 -6.85 -25.36  C51 1.090
56 H 23.96 -5.65 -26.60  C51 1.090
57 H 25.63 -6.04 -26.25  C51 1.090
58 H 26.09 -7.03 -28.93  C53 1.090
59 H 24.50 -6.26 -29.21  C53 1.090
60 H 24.68 -7.95 -29.50  C53 1.090
61 C 16.35 -4.96 -25.79  C62 1.537, H65 1.090, H66 1.090, H67 1.090
62 C 17.67 -5.60 -25.33  C61 1.537, C63 1.481, O64 1.227
63 C 17.67 -7.05 -25.03  C62 1.481, H68 1.090, H69 1.090, H70 1.090
64 O 18.70 -4.93 -25.28  C62 1.227
65 H 15.90 -5.53 -26.60  C61 1.090
66 H 16.41 -3.89 -26.00  C61 1.090
67 H 15.67 -5.13 -24.96  C61 1.090
68 H 17.41 -7.63 -25.91  C63 1.090
69 H 16.93 -7.29 -24.26  C63 1.090
70 H 18.67 -7.28 -24.64  C63 1.090
71 C 15.00 -16.20 -22.48  C72 1.497, H75 1.090, H76 1.090, H77 1.090
72 C 13.96 -17.06 -21.83  C71 1.497, C73 1.523, O74 1.254
73 C 14.29 -17.42 -20.38  C72 1.523, H78 1.090, H79 1.090, H80 1.090
74 O 12.90 -17.44 -22.38  C72 1.254
75 H 16.03 -16.53 -22.46  C71 1.090
76 H 14.97 -15.26 -21.94  C71 1.090
77 H 14.72 -16.09 -23.53  C71 1.090
78 H 13.74 -16.82 -19.66  C73 1.090
79 H 15.35 -17.44 -20.13  C73 1.090
80 H 13.96 -18.44 -20.22  C73 1.090
81 C 19.02 -13.08 -18.90  C82 1.555, H85 1.090, H86 1.090, H87 1.090
82 C 20.14 -12.75 -19.93  C81 1.555, C83 1.504, O84 1.205
83 C 20.50 -11.31 -20.16  C82 1.504, H88 1.090, H89 1.090, H90 1.090
84 O 20.84 -13.60 -20.40  C82 1.205
85 H 19.09 -12.50 -17.98  C81 1.090
86 H 19.01 -14.15 -18.69  C81 1.090
87 H 18.06 -12.69 -19.26  C81 1.090
88 H 21.21 -11.33 -21.00  C83 1.090
89 H 21.00 -10.89 -19.29  C83 1.090
90 H 19.61 -10.74 -20.41  C83 1.090
91 C 17.52 -12.35 -8.81  C92 1.502, H95 1.090, H96 1.090, H97 1.090
92 C 17.37 -11.70 -10.16  C91 1.502, C93 1.552, O94 1.250
93 C 18.60 -11.81 -11.10  C92 1.552, H98 1.090, H99 1.090, H100 1.090
94 O 16.34 -11.07 -10.46  C92 1.250
95 H 16.78 -11.92 -8.12  C91 1.090
96 H 18.52 -12.13 -8.44  C91 1.090
97 H 17.34 -13.42 -8.83  C91 1.090
98 H 18.89 -12.84 -11.27  C93 1.090
99 H 19.45 -11.34 -10.61  C93 1.090
100 H 18.41 -11.51 -12.14  C93 1.090
101 C 14.47 -17.38 -12.48  C102 1.465, H105 1.090, H106 1.090, H107 1.090
102 C 15.34 -18.38 -13.09  C101 1.465, C103 1.536, O104 1.234
103 C 15.04 -19.87 -12.86  C102 1.536, H108 1.090, H109 1.090, H110 1.090
104 O 16.31 -18.03 -13.77  C102 1.234
105 H 14.95 -16.40 -12.43  C101 1.090
106 H 14.37 -17.63 -11.42  C101 1.090
107 H 13.52 -17.32 -13.01  C101 1.090
108 H 14.97 -19.99 -11.78  C103 1.090
109 H 15.84 -20.49 -13.26  C103 1.090
110 H 14.04 -20.04 -13.24  C103 1.090

orbital gap: 0.347 hartree
electronic energy: -2124.5063 hartree
SMILES: CC(C)=O.CC(C)=O.CC(C)=O.CC(C)=O.CC(C)=O.CC(C)=O.CC(C)=O.CC(C)=O.CC(C)=O.CC(C)=O.CC(C)=O
energy above the lowest of the compared OMol25 structures with the same formula, charge and spin: 269.9 kJ/mol